No. 1
The following is a quantum chemistry calculation of C24H25BrF6N4O3PdS as an isolated structure, from the Open Molecules 2025 dataset.

Properties
* <S²>: 6.0778
* spin multiplicity: 5
* strongest force on any atom: 0.14 eV/A
* electronic energy: -138041.5677 eV
* frontier orbital gap (alpha / beta): 7.03 / 4.04 eV
* charge: +2

Cartesian coordinates (Å):
Pd: -0.555 -0.782 -0.313
Br: 2.181 0.765 -0.768
S: -1.059 -2.876 -1.427
F: 1.032 0.154 4.288
F: -1.424 -1.058 4.211
F: 2.419 -0.321 2.699
F: -1.702 -0.155 2.266
F: 0.719 0.945 2.301
F: -1.853 -2.296 2.489
O: 0.490 -1.645 1.251
O: -4.384 3.016 0.241
O: -2.432 -0.403 -0.883
N: -0.750 1.536 -0.208
N: -2.012 1.790 -0.149
N: 0.823 -4.003 0.124
N: 0.283 -5.236 -1.623
C: 0.849 -2.582 3.427
C: 1.289 -6.058 -0.924
C: 3.968 5.187 0.364
C: 6.286 4.726 0.025
C: 0.324 -1.402 2.608
C: 1.127 -0.141 2.994
C: 2.252 3.548 0.052
C: 5.274 5.618 0.367
C: 5.987 3.407 -0.318
C: -1.177 -1.221 2.920
C: -6.075 2.335 -2.947
C: -3.025 0.721 -0.393
C: -4.074 1.294 -1.332
C: 0.093 -4.113 -0.958
C: 4.685 2.967 -0.325
C: 3.636 3.853 0.017
C: -4.769 2.438 -0.950
C: 1.666 -5.192 0.299
C: 1.484 2.421 -0.205
C: -5.384 1.200 -3.345
C: 0.100 2.541 -0.052
C: -4.384 0.682 -2.537
C: -0.405 -5.723 -2.808
C: -5.768 2.963 -1.749
H: -0.920 -6.654 -2.573
H: 2.716 -4.906 0.296
H: 3.175 5.875 0.631
H: 1.639 4.393 0.355
H: 4.481 1.944 -0.590
H: 5.511 6.638 0.633
H: 0.265 -3.471 3.196
H: -2.370 2.725 0.061
H: -1.130 -4.988 -3.145
H: 2.132 -6.247 -1.587
H: 0.319 -5.904 -3.602
H: 0.800 -3.135 0.719
H: -4.998 3.719 0.487
H: -6.859 2.740 -3.572
H: 1.894 -2.751 3.171
H: 1.439 -5.679 1.245
H: -3.480 0.536 0.591
H: -6.302 3.853 -1.439
H: 0.780 -2.390 4.496
H: -0.293 3.523 0.205
H: -3.849 -0.212 -2.825
H: 7.315 5.058 0.024
H: -5.628 0.715 -4.280
H: 6.785 2.726 -0.580
H: 0.843 -7.013 -0.648

=====

No. 2
The following is a quantum chemistry calculation of C24H25Cl2O3PPdSSi as an isolated structure in a non-equilibrium geometry, from the Open Molecules 2025 dataset.

Properties
* strongest force on any atom: 4.20 eV/A
* electronic energy: -87943.0342 eV
* frontier orbital gap (alpha / beta): 5.57 / 6.21 eV
* charge: +2

Cartesian coordinates (Å):
Pd: 0.187 0.351 0.794
Cl: 1.590 -1.502 -0.399
Cl: 2.943 0.098 1.644
S: -0.237 1.755 3.221
P: 0.370 2.650 0.341
Si: -4.698 0.097 -0.455
O: 0.205 0.367 3.120
O: -0.947 2.063 1.871
O: -0.940 2.110 4.399
C: 3.111 4.690 2.509
C: 1.383 3.249 1.687
C: 2.874 4.239 3.801
C: -2.969 4.958 -0.121
C: -5.504 -1.110 0.670
C: -4.822 -0.412 -2.234
C: -0.898 3.741 -0.239
C: 3.386 1.616 -2.148
C: 2.372 4.200 1.439
C: -5.230 1.838 -0.185
C: 3.053 -1.352 0.630
C: 0.594 1.661 -2.156
C: -2.144 3.966 0.373
C: 1.274 1.177 -3.256
C: 1.139 2.825 2.990
C: 2.665 1.154 -3.248
C: 1.317 2.135 -1.040
C: -1.345 5.522 -1.810
C: -1.584 -0.034 -0.013
C: 2.722 2.086 -1.033
C: 1.871 3.310 4.056
C: -2.572 5.736 -1.202
C: -0.510 4.520 -1.350
C: -2.851 0.035 -0.147
H: -6.568 -1.121 0.422
H: 3.908 -1.270 -0.028
H: -5.898 -0.430 -2.437
H: -5.084 2.151 0.851
H: -0.488 1.679 -2.158
H: -2.462 3.384 1.220
H: -4.693 2.524 -0.844
H: 3.869 5.441 2.330
H: -3.224 6.517 -1.572
H: 3.456 4.634 4.623
H: -6.298 1.911 -0.408
H: -4.342 0.290 -2.916
H: -1.036 6.132 -2.649
H: 3.098 -2.221 1.274
H: 2.554 4.578 0.440
H: -5.095 -2.109 0.518
H: -3.929 5.131 0.347
H: -4.410 -1.408 -2.393
H: 0.442 4.366 -1.837
H: 0.728 0.822 -4.119
H: 3.285 2.434 -0.180
H: 1.645 2.988 5.064
H: 3.198 0.772 -4.111
H: 4.468 1.611 -2.168
H: -5.403 -0.851 1.725

=====

No. 3
The following is a quantum chemistry calculation of C24H25ClN2OPPbSe as an isolated structure in a non-equilibrium geometry, from the Open Molecules 2025 dataset.

Properties
* strongest force on any atom: 17.81 eV/A
* electronic energy: -122692.1773 eV
* frontier orbital gap: 3.97 eV
* charge: +3

Cartesian coordinates (Å):
Pb: 0.000 0.000 0.000
Se: -1.752 -0.540 1.855
Cl: -0.208 -2.362 -0.250
P: 0.057 0.113 -2.322
O: 0.209 2.970 0.312
N: 0.383 -0.144 3.615
N: -1.400 1.144 4.000
C: 1.293 -1.043 -3.006
C: 2.040 3.165 -4.272
C: 2.098 -2.583 -4.689
C: -2.456 -1.095 -2.612
C: -2.727 1.754 3.950
C: 1.180 4.244 -4.081
C: -0.459 1.434 4.919
C: -2.923 -0.053 -5.163
C: -3.871 -0.885 -4.564
C: -1.499 -0.264 -3.210
C: -1.742 0.258 -4.490
C: -0.011 4.067 -3.371
C: 1.105 -1.728 -4.210
C: -0.869 0.191 3.200
C: 0.527 1.725 -3.046
C: 0.639 0.640 4.683
C: 1.313 -1.144 3.090
C: -3.634 -1.404 -3.290
C: -0.334 2.817 -2.854
C: 3.474 -2.069 -2.770
C: 3.283 -2.752 -3.973
C: 2.481 -1.224 -2.284
C: 1.717 1.908 -3.758
C: 0.132 1.812 0.191
H: -2.384 -4.363 -0.429
H: -3.009 -3.962 -0.386
H: -3.103 0.358 -6.152
H: 4.392 -2.206 -2.204
H: 1.434 5.222 -4.481
H: 2.386 1.069 -3.916
H: -2.263 -1.501 -1.624
H: 1.942 -3.121 -5.620
H: -3.261 1.548 4.902
H: -0.569 2.160 5.714
H: -3.335 1.345 3.119
H: 0.180 -1.606 -4.765
H: -4.370 -2.050 -2.820
H: 1.557 0.630 5.258
H: 0.840 -2.148 3.105
H: 1.632 -0.891 2.066
H: -1.257 2.683 -2.297
H: 2.236 -1.179 3.709
H: -1.013 0.914 -4.954
H: -0.683 4.905 -3.215
H: -4.792 -1.123 -5.088
H: -2.631 2.851 3.816
H: 2.967 3.296 -4.825
H: 4.052 -3.423 -4.346
H: 2.603 -0.708 -1.334

=====

No. 4
The following is a quantum chemistry calculation of one molecule with the formula C24H25ClN6O2 in a non-equilibrium geometry, from the Open Molecules 2025 dataset.

Properties
* SMILES string: C=CC(=O)Nc1cccc(Oc2nc(Nc3ccc(N4CCN(C)CC4)cc3)ncc2Cl)c1
* strongest force on any atom: 1.03 eV/A
* electronic energy: -50852.1606 eV
* frontier orbital gap: 7.53 eV

Cartesian coordinates (Å):
Cl: -5.808 1.940 -3.722
O: -3.179 1.830 -2.305
O: 3.071 2.750 -0.492
N: -3.387 -2.622 -1.209
N: 2.463 -0.541 3.184
N: -5.146 -1.728 -2.367
N: 1.428 -2.749 1.673
N: 1.408 3.058 -2.029
N: -3.285 -0.391 -1.774
C: -3.945 -1.551 -1.803
C: -2.163 -2.652 -0.526
C: -2.005 -3.503 0.565
C: 0.095 -1.883 -0.192
C: -1.082 -1.869 -0.912
C: -5.692 -0.674 -2.946
C: -3.836 0.664 -2.329
C: 0.287 2.535 -1.384
C: -0.849 1.640 0.529
C: 1.292 -1.275 3.627
C: -0.826 -3.522 1.279
C: -2.029 1.900 -1.530
C: 0.249 -2.688 0.942
C: 4.888 3.972 -2.276
C: 2.697 3.148 -1.575
C: 2.489 0.803 3.714
C: -0.888 2.411 -2.123
C: 2.588 -1.996 1.243
C: 2.534 -0.547 1.732
C: -5.084 0.570 -2.968
C: 0.303 2.142 -0.048
C: -2.020 1.518 -0.195
C: 3.607 3.790 -2.558
C: 1.357 -2.721 3.121
H: -0.924 2.708 -3.161
H: 0.892 -1.240 -0.527
H: -3.988 -3.431 -1.134
H: 3.436 -0.013 1.425
H: 3.464 -2.480 1.687
H: 1.662 -0.038 1.287
H: 5.278 3.648 -1.325
H: -2.817 -4.154 0.857
H: -0.837 1.341 1.566
H: 2.685 -2.043 0.159
H: 1.212 2.237 0.520
H: 2.505 0.758 4.803
H: 0.356 -0.811 3.259
H: 2.259 -3.198 3.513
H: 3.392 1.303 3.369
H: -0.735 -4.208 2.107
H: 1.618 1.402 3.400
H: -6.659 -0.828 -3.404
H: 5.574 4.438 -2.962
H: 3.183 4.105 -3.502
H: -1.168 -1.227 -1.771
H: -2.914 1.126 0.262
H: 0.486 -3.268 3.476
H: 1.232 3.383 -2.970
H: 1.272 -1.270 4.720

=====

no.,molar mass (g/mol)
1,749.9
2,629.9
3,710.1
4,465.0